Run P
The following is a quantum chemistry calculation of 2 unconnected molecules or ions with the total composition C6H16O2, from the Open Molecules 2025 dataset.

Each line ends with the Mulliken charge.
CARTESIAN COORDINATES (ANGSTROEM)
C1 -2.39738 0.70442 -0.06907  -0.252
O1 -2.56181 1.89995 -0.78708  -0.537
C2 -0.92815 0.76043 0.69156  0.184
C3 -0.58711 -0.46500 1.49602  -0.843
C4 0.31424 -1.43525 0.80822  -0.109
C5 1.85025 -1.19658 0.77838  -0.659
C6 2.66341 -1.29903 -0.51385  -1.551
H1 -3.29952 0.46281 0.64897  0.256
H2 -2.37834 -0.17643 -0.85324  0.224
H3 -1.94292 2.27167 -1.50473  0.312
H4 -0.74585 1.57897 1.28989  0.379
H5 -0.10584 1.01583 -0.10685  -0.602
H6 -1.50572 -0.81673 1.91086  0.398
H7 0.08559 -0.17429 2.36282  0.341
H8 -0.14400 -1.63054 -0.27062  0.140
H9 0.26947 -2.30769 1.45151  0.246
H10 2.04588 -0.24623 1.37369  0.398
H11 2.23248 -1.99596 1.44718  0.434
H12 3.17171 -2.24264 -0.51269  0.340
H13 2.02172 -1.19397 -1.29684  0.682
H14 3.47208 -0.47369 -0.24616  0.238
H15 0.35365 1.07734 -1.99818  0.322
H16 1.62812 0.60841 -1.07111  0.326
O2 1.23056 0.82869 -1.93443  -0.669

Results
SMILES string = CCCCCCO.O
Frontier orbital gap = 10.69 eV
HOMO level = -0.3687 Eh

***

Run Q
The following is a quantum chemistry calculation of 2 unconnected molecules or ions with the total composition C6H16O2, from the Open Molecules 2025 dataset.

Each line ends with the Mulliken charge.
CARTESIAN COORDINATES (ANGSTROEM)
C1 -0.17229 -1.19019 -1.83515  -0.491
O1 1.11251 -1.04890 -2.43971  -0.505
C2 -0.95179 0.13733 -1.60937  -0.596
C3 -0.17966 1.17415 -0.81115  -1.071
C4 0.31570 0.60009 0.57904  0.864
C5 1.26455 1.63326 1.12331  -1.532
C6 -1.00424 0.38525 1.39010  -1.477
H1 -0.14962 -1.77160 -0.93312  0.131
H2 -0.71084 -1.83769 -2.54435  0.375
H3 1.34434 -0.12870 -2.39303  0.361
H4 -1.90532 -0.23079 -1.22090  0.321
H5 -1.06822 0.52739 -2.62313  0.346
H6 0.68618 1.54962 -1.38328  0.391
H7 -0.79848 2.07138 -0.70137  0.420
H8 0.72094 -0.39886 0.49882  0.333
H9 2.01976 1.20963 1.78440  0.350
H10 0.71995 2.38049 1.74791  0.334
H11 1.70392 2.26718 0.36809  0.368
H12 -1.68819 1.22927 1.15880  0.344
H13 -0.91370 0.75703 2.41110  0.446
H14 -1.44740 -0.57420 1.12574  0.291
H15 1.08195 -2.67125 2.38852  0.332
H16 -0.21912 -2.91649 1.55467  0.316
O2 0.23907 -3.15342 2.36408  -0.652

Results
SMILES string = CC(C)CCCO.O
Frontier orbital gap = 11.01 eV
HOMO level = -0.3782 Eh

***

Run R
The following is a quantum chemistry calculation of 2 unconnected molecules or ions with the total composition C6H16O2, from the Open Molecules 2025 dataset.

Each line ends with the Mulliken charge.
CARTESIAN COORDINATES (ANGSTROEM)
C1 -11.49678 21.63665 29.38382  -1.258
C2 -12.15045 22.91576 28.88864  0.604
C3 -12.92700 22.72339 27.58733  -1.247
O1 -13.08206 23.38898 29.87498  -0.549
H1 -10.98633 21.10445 28.58058  0.342
H2 -12.28691 20.98210 29.77050  0.252
H3 -10.85980 21.67988 30.26877  0.326
H4 -11.36816 23.67032 28.74735  0.251
H5 -13.52874 21.81248 27.54459  0.294
H6 -12.07359 22.48688 26.93576  0.354
H7 -13.58668 23.54798 27.34335  0.336
H8 -12.81546 24.25250 30.19630  0.303
C4 -15.02021 22.01714 34.01028  -1.327
C5 -13.60326 21.57023 33.62996  0.652
C6 -12.88539 21.00953 34.86868  -1.330
O2 -13.69177 20.45983 32.74038  -0.582
H9 -15.57969 21.10573 34.22697  0.336
H10 -15.53429 22.50040 33.17687  0.359
H11 -15.00995 22.65056 34.89718  0.355
H12 -13.01807 22.42003 33.26608  0.192
H13 -12.02302 20.43926 34.52461  0.353
H14 -13.46131 20.54436 35.66358  0.304
H15 -12.40656 21.87941 35.34039  0.375
H16 -14.01980 20.84137 31.91253  0.305

Results
SMILES string = CC(C)O.CC(C)O
Frontier orbital gap = 10.85 eV
HOMO level = -0.3714 Eh

***

Run S
The following is a quantum chemistry calculation of 3 unconnected molecules or ions with the total composition C6H16O2, from the Open Molecules 2025 dataset.

Each line ends with the Mulliken charge.
CARTESIAN COORDINATES (ANGSTROEM)
C1 0.16994 -1.94330 -1.22032  -1.381
C2 0.60383 -0.51086 -1.00414  -0.365
C3 -0.15172 0.25464 0.05054  0.761
C4 -0.77186 -0.40705 1.03215  -1.174
C5 -0.18353 1.77234 0.13476  -0.459
C6 1.19807 2.39794 0.20333  -1.422
H1 0.40821 -2.63175 -0.40678  0.346
H2 0.75668 -2.32909 -2.04414  0.395
H3 -0.89201 -2.05344 -1.43273  0.319
H4 1.68152 -0.37851 -0.86607  0.331
H5 0.50465 0.02548 -1.95927  0.334
H6 -0.65308 -1.47645 1.13050  0.339
H7 -1.52420 0.04043 1.66620  0.255
H8 -0.68377 2.00565 1.07119  0.293
H9 -0.67161 2.17432 -0.75803  0.397
H10 1.17808 3.46098 -0.05514  0.374
H11 1.96784 2.01642 -0.47909  0.340
H12 1.70400 2.35245 1.15866  0.354
H13 0.94541 -1.94978 2.16082  0.321
H14 2.44060 -1.97105 2.08617  0.311
O1 1.69534 -2.54525 2.14929  -0.647
H15 -2.70419 0.99393 -0.51792  0.329
H16 -3.44999 -0.01191 -1.35883  0.313
O2 -3.56823 0.71386 -0.74113  -0.664

Results
SMILES string = C=C(CC)CC.O.O
Frontier orbital gap = 10.29 eV
HOMO level = -0.3529 Eh

***

Which structure wins on stability? run R wins.

***

Run P
The following is a quantum chemistry calculation of CH2Cl2N2 in the gas phase, from the Open Molecules 2025 dataset.

Each line ends with the Mulliken charge.
CARTESIAN COORDINATES (ANGSTROEM)
C1 0.00803 0.29793 -0.31011  0.192
N1 1.11694 0.83596 -0.11194  -0.540
N2 -0.35514 -0.89237 0.21557  -0.057
Cl1 0.76737 -1.53693 1.37732  -0.040
Cl2 -2.00256 -1.11410 0.68505  -0.015
H1 -0.86533 0.76025 -1.17939  0.213
H2 1.33068 1.64925 -0.67651  0.247

Results
SMILES string = [H]/N=C/N(Cl)Cl
Frontier orbital gap = 9.55 eV
HOMO level = -0.3576 Eh

***

Run Q
The following is a quantum chemistry calculation of 2 unconnected molecules or ions with the total composition CH2Cl2N2, from the Open Molecules 2025 dataset.

Each line ends with the Mulliken charge.
CARTESIAN COORDINATES (ANGSTROEM)
C1 -0.70472 0.22004 0.16654  0.145
N1 -0.08710 -0.64311 0.65926  -0.339
N2 -2.77217 0.05951 0.67199  -0.246
Cl1 -3.35042 1.36315 -0.16490  -0.078
Cl2 -3.00798 -1.41256 -0.08126  -0.066
H1 -0.68286 1.10997 -0.59763  0.285
H2 0.97249 -0.74838 0.45014  0.299

Results
Frontier orbital gap (spin up / spin down) = 8.60 / 8.60 eV
HOMO level (spin up / spin down) = -0.3119 / -0.3119 Eh

***

Which structure wins on stability? run P wins.

***

Run P
The following is a quantum chemistry calculation of a gas-phase ion, C4H3O3 (charge -1), from the Open Molecules 2025 dataset.

Each line ends with the Mulliken charge.
CARTESIAN COORDINATES (ANGSTROEM)
C1 -0.39219 0.02606 -0.86987  -0.153
C2 -0.77906 0.63794 0.78120  0.382
C3 0.90090 -0.18441 -0.42826  0.491
C4 0.72735 0.25014 1.00637  -0.317
O1 -1.74657 1.06575 1.43624  -0.651
O2 1.84148 -0.74848 -1.02728  -0.811
O3 -1.18846 -0.26636 -1.98472  -0.540
H1 1.32317 1.04951 1.40112  0.257
H2 0.85445 -0.72804 1.59227  0.080
H3 -1.54107 -1.10212 -1.90706  0.263

Results
SMILES string = O=C1CC([O-])=C1O
Frontier orbital gap = 6.94 eV
HOMO level = -0.1055 Eh
Total charge = -1

***

Run Q
The following is a quantum chemistry calculation of a gas-phase ion, C4H3O3 (charge -1), from the Open Molecules 2025 dataset.

Each line ends with the Mulliken charge.
CARTESIAN COORDINATES (ANGSTROEM)
C1 -0.68113 -1.33528 -1.16077  -0.644
C2 0.22796 0.33638 0.39740  0.044
C3 -0.80580 0.87278 -0.37646  0.386
C4 0.42282 -1.08564 -0.13319  -0.079
O1 -1.33297 -0.21789 -1.19527  -0.019
O2 -1.35918 2.01078 -0.42936  -0.810
O3 1.15971 0.97315 1.17786  -0.561
H1 0.24830 -2.01604 0.64275  0.192
H2 1.40830 -1.17963 -0.65314  0.191
H3 0.71199 1.64138 1.73018  0.301

Results
Frontier orbital gap = 6.36 eV
HOMO level = -0.0866 Eh
Total charge = -1

***

Which structure wins on stability? run P wins.

***

Run P
The following is a quantum chemistry calculation of a gas-phase ion, C5H4NO3 (charge -1), from the Open Molecules 2025 dataset.

Each line ends with the Mulliken charge.
CARTESIAN COORDINATES (ANGSTROEM)
C1 -2.01830 0.33791 -1.53466  0.722
C2 -0.87230 1.82223 0.02799  0.633
C3 0.68579 -1.24616 1.06445  -0.643
C4 1.64964 -0.75690 0.01918  -0.590
C5 0.18555 -0.38344 -0.06968  -0.332
N1 -1.76137 1.38669 -1.00304  -0.387
O1 -2.49255 -0.51725 -2.17321  -0.456
O2 -1.02675 2.94386 0.45788  -0.647
O3 0.03288 1.02168 0.44620  -0.145
H1 0.39234 -2.29018 1.06426  0.174
H2 0.81153 -0.83156 2.06348  0.249
H3 2.38656 -0.03007 0.35331  0.245
H4 2.02699 -1.45684 -0.71615  0.177

Results
Frontier orbital gap = 6.99 eV
HOMO level = -0.1117 Eh
Total charge = -1

***

Run Q
The following is a quantum chemistry calculation of a gas-phase ion, C5H4NO3 (charge -1), from the Open Molecules 2025 dataset.

Each line ends with the Mulliken charge.
CARTESIAN COORDINATES (ANGSTROEM)
C1 0.17865 1.37583 -0.03960  0.537
C2 -1.70130 0.91674 -0.98893  0.437
C3 1.05812 -1.04571 -0.22333  -0.749
C4 0.50472 -0.97751 1.21941  -0.606
C5 -0.13636 -0.10310 0.13531  0.881
N1 -0.78614 1.87343 -0.83180  -0.649
O1 1.27184 1.86966 0.43682  -0.733
O2 -2.75784 1.03574 -1.65414  -0.687
O3 -1.37280 -0.30601 -0.41384  -0.450
H1 1.91622 -0.39494 -0.37635  0.302
H2 0.77735 -1.97429 -0.84624  0.240
H3 0.01543 -1.93161 1.62153  0.232
H4 1.03210 -0.33822 1.96115  0.243

Results
SMILES string = O=C1N=C([O-])OC12CC2
Frontier orbital gap = 8.88 eV
HOMO level = -0.1824 Eh
Total charge = -1

***

Which structure wins on stability? run Q wins.